Computed, not measured: a structure of composition C61H50GeIN7O2W at a distorted geometry, with ωB97M-V/def2-TZVPD.

The geometry in ORCA input format:
```
! RIJCOSX wB97M-V def2-TZVPD def2/J DEFGRID3
* xyz 0 1
W -0.45 -0.95 0.17
N -2.52 2.04 2.72
C -1.55 1.22 2.28
O -1.75 0.01 2.13
C -0.20 1.77 2.00
C 0.62 0.73 1.24
H -3.42 1.65 2.94
H -2.36 3.02 2.84
H 0.24 2.00 2.98
H -0.28 2.72 1.48
H 1.28 0.25 1.97
H 1.28 1.28 0.59
N -10.85 -0.78 0.55
C -9.70 -0.81 0.51
C -8.24 -0.84 0.47
C -7.51 0.11 1.16
C -6.12 0.08 1.11
C -5.46 -0.90 0.38
C -6.20 -1.86 -0.31
C -7.59 -1.83 -0.27
C -3.96 -0.93 0.32
C -3.33 -1.99 1.01
C -3.99 -2.98 1.76
C -3.03 -3.90 2.16
C -1.81 -3.44 1.64
N -1.96 -2.29 0.97
C -3.40 0.01 -0.50
C -4.14 0.81 -1.45
C -3.24 1.26 -2.36
C -1.97 0.77 -1.96
N -2.01 0.09 -0.83
H -8.02 0.87 1.74
H -5.54 0.83 1.64
H -5.69 -2.62 -0.88
H -8.17 -2.57 -0.81
H -5.05 -3.00 1.99
H -3.18 -4.80 2.74
H -0.86 -3.93 1.72
H -5.22 0.95 -1.45
H -3.44 1.86 -3.24
H -1.03 0.92 -2.47
I -1.68 -2.88 -2.05
C -0.11 -3.38 -3.29
C -0.46 -4.17 -4.34
C 0.53 -4.77 -5.14
C 1.84 -4.62 -4.80
C 2.22 -3.81 -3.69
C 3.59 -3.75 -3.34
C 3.97 -2.98 -2.28
C 3.02 -2.16 -1.64
C 1.69 -2.10 -1.98
C 1.25 -3.07 -2.96
H -1.51 -4.37 -4.53
H 0.24 -5.38 -5.99
H 2.62 -5.14 -5.35
H 4.31 -4.34 -3.90
H 5.01 -2.95 -1.96
H 3.37 -1.52 -0.84
C 0.55 5.78 4.32
C 0.80 4.28 4.39
C 1.44 3.61 3.35
C 1.69 2.25 3.43
C 1.31 1.51 4.55
N 1.57 0.11 4.50
C 1.41 -0.83 5.49
O 1.19 -0.59 6.66
N 1.49 -2.14 5.02
C 1.51 -2.58 3.68
C 2.22 -3.70 3.27
C 2.15 -4.05 1.94
C 1.44 -3.27 1.05
N 0.80 -2.17 1.44
C 0.80 -1.88 2.73
C 0.68 2.17 5.60
C 0.43 3.53 5.51
H 0.50 6.12 3.29
H 1.35 6.34 4.81
H -0.39 6.04 4.81
H 1.74 4.16 2.47
H 2.19 1.74 2.60
H 1.93 -0.22 3.63
H 1.59 -2.82 5.76
H 2.81 -4.27 3.99
H 2.66 -4.93 1.57
H 1.34 -3.54 0.02
H 0.20 -1.03 3.01
H 0.39 1.61 6.49
H -0.06 4.03 6.34
C 0.86 -1.01 -1.30
Ge 1.71 0.71 -1.87
C 1.67 0.56 -3.82
C 2.47 1.30 -4.70
C 2.40 1.11 -6.08
C 1.51 0.19 -6.61
C 0.66 -0.52 -5.76
C 0.74 -0.33 -4.39
C 1.05 2.56 -1.61
C 1.93 3.55 -2.08
C 1.58 4.90 -2.07
C 0.35 5.29 -1.57
C -0.53 4.33 -1.09
C -0.18 2.98 -1.11
C 3.53 0.89 -1.17
C 4.61 1.31 -1.96
C 5.88 1.48 -1.41
C 6.10 1.23 -0.06
C 5.04 0.79 0.74
C 3.78 0.63 0.19
H 3.14 2.06 -4.32
H 3.04 1.70 -6.73
H 1.46 0.04 -7.68
H -0.06 -1.22 -6.17
H 0.06 -0.87 -3.74
H 2.92 3.28 -2.46
H 2.28 5.64 -2.44
H 0.07 6.34 -1.57
H -1.50 4.62 -0.69
H -0.87 2.26 -0.72
H 4.48 1.48 -3.02
H 6.70 1.81 -2.04
H 7.09 1.36 0.36
H 5.21 0.58 1.79
H 2.98 0.26 0.82
*
```

Summary:
F_max, eV/A: 3.010
HOMO energy (spin up / spin down), hartree: -0.2240 / -0.2241
Total energy, a.u.: -5329.91389
LUMO level (spin up / spin down), eV: -0.66 / -0.66

***

Computed, not measured: a structure of composition C7H17N at a distorted geometry, with ωB97M-V/def2-TZVPD.

The geometry in ORCA input format:
```
! RIJCOSX wB97M-V def2-TZVPD def2/J DEFGRID3
* xyz 0 1
C -0.21 -0.48 -1.32
C 1.51 -0.73 0.24
C -1.07 0.38 -0.70
C -0.53 1.64 1.68
C 0.63 0.04 -2.47
C -0.55 -1.96 -1.39
C -0.91 0.62 2.74
N 1.75 0.44 0.78
H 0.57 1.09 1.13
H 2.40 1.00 0.24
H 0.92 -1.42 0.83
H 2.17 -1.16 -0.52
H -1.88 0.01 -0.09
H -1.08 1.42 -0.95
H -1.40 2.09 1.21
H 0.04 2.46 2.11
H 1.00 1.04 -2.26
H -1.14 -2.27 -0.53
H 0.04 0.08 -3.39
H 1.49 -0.61 -2.66
H -1.13 -2.17 -2.29
H 0.36 -2.57 -1.44
H -1.53 -0.17 2.32
H -1.46 1.08 3.57
H -0.02 0.15 3.15
*
```

Summary:
F_max, eV/A: 3.180
HOMO energy, hartree: -0.2920
Total energy, a.u.: -331.51403
LUMO level, eV: 0.45

***

Computed, not measured: a cluster of 2 separate species, C5H11NO2 in total at a distorted geometry, with ωB97M-V/def2-TZVPD.

The geometry in ORCA input format:
```
! RIJCOSX wB97M-V def2-TZVPD def2/J DEFGRID3
* xyz 0 1
C -2.31 -1.13 -0.59
O -1.18 -0.38 -1.06
H -0.28 0.67 1.82
H -2.72 -0.65 0.30
H -2.06 -2.17 -0.39
H -3.06 -1.11 -1.38
C 1.05 -0.20 -1.82
C 0.66 1.20 1.79
C 0.08 -0.81 -0.86
C 0.82 2.41 1.26
O 1.70 0.49 2.31
N 0.45 -1.63 0.06
H 1.54 -0.46 2.10
H -0.35 -1.91 0.63
H 1.87 0.28 -1.28
H 0.55 0.56 -2.44
H 1.44 -0.98 -2.48
H -0.01 2.94 0.81
H 1.80 2.88 1.24
*
```

Summary:
F_max, eV/A: 1.738
SMILES: [H]/N=C(/C)OC.C=CO
HOMO energy, hartree: -0.3294
Total energy, a.u.: -402.29702
LUMO level, eV: 0.74

***

Computed, not measured: a structure of composition C7H23HgO7 at a distorted geometry, with ωB97M-V/def2-TZVPD.

The geometry in ORCA input format:
```
! RIJCOSX wB97M-V def2-TZVPD def2/J DEFGRID3
* xyz -1 1
Hg -0.38 0.72 -0.87
C -1.16 3.81 1.60
C -0.05 2.74 1.48
O 0.49 2.56 0.21
H -2.11 3.44 1.22
H -0.82 4.68 1.05
H -1.24 4.03 2.67
H -0.38 1.78 1.91
H 0.76 3.03 2.17
C 0.66 -3.05 -1.31
C -0.37 -2.37 -2.19
O -1.09 -1.34 -1.62
H 0.31 -3.18 -0.28
H 1.58 -2.46 -1.26
H 0.92 -4.05 -1.67
H -0.97 -3.10 -2.77
H 0.10 -1.91 -3.09
C 0.07 1.83 -3.99
O 0.35 2.05 -2.66
H 0.70 2.34 -4.74
H -0.04 0.75 -4.24
H -0.96 2.15 -4.25
C 1.14 -2.15 2.85
C 0.68 -0.79 2.26
O -0.19 -0.96 1.15
O 0.17 -2.67 3.75
H 2.10 -2.02 3.35
H 1.32 -2.86 2.03
H 1.51 -0.12 2.04
H 0.10 -0.33 3.07
H -0.82 -1.66 1.35
H -0.54 -3.01 3.20
O 2.01 0.19 -0.75
H 2.57 0.09 -1.53
H 2.57 -0.01 0.00
O -2.67 0.74 -0.22
H -3.38 1.29 0.12
H -2.95 -0.17 -0.07
*
```

Summary:
F_max, eV/A: 2.306
HOMO energy, hartree: -0.1240
Total energy, a.u.: -960.46291
LUMO level, eV: 2.50

***

Computed, not measured: a cluster of 2 separate species, C2H8BN in total at a distorted geometry, with ωB97M-V/def2-TZVPD.

The geometry in ORCA input format:
```
! RIJCOSX wB97M-V def2-TZVPD def2/J DEFGRID3
* xyz 0 1
B -1.19 0.09 -0.94
C 1.22 0.41 0.14
C -0.09 1.08 -0.61
N -1.13 -2.16 0.99
H -1.86 0.06 -1.93
H 1.29 0.74 1.20
H 1.08 -0.75 0.02
H 2.29 0.69 -0.14
H -0.52 1.84 0.11
H 0.23 1.68 -1.54
H -0.10 -2.21 0.93
H -1.23 -1.46 1.76
*
```

Summary:
F_max, eV/A: 2.834
HOMO energy (spin up / spin down), hartree: -0.3677 / -0.2825
Total energy, a.u.: -160.40168
LUMO level (spin up / spin down), eV: 0.15 / -0.12

***

Computed, not measured: the molecule CHClF3N at a distorted geometry, with ωB97M-V/def2-TZVPD.

The geometry in ORCA input format:
```
! RIJCOSX wB97M-V def2-TZVPD def2/J DEFGRID3
* xyz 0 1
C -0.08 -0.03 0.50
N 0.59 0.15 -0.74
F 0.86 -0.43 1.44
F -0.97 -0.98 0.44
F 0.51 -1.03 -1.40
Cl -0.93 1.46 1.04
H 0.01 0.86 -1.28
*
```

Summary:
F_max, eV/A: 3.391
SMILES: FNC(F)(F)Cl
HOMO energy, hartree: -0.4183
Total energy, a.u.: -853.17261
LUMO level, eV: 0.71

***

Computed, not measured: the molecule C3H3IO at a distorted geometry, with ωB97M-V/def2-TZVPD.

The geometry in ORCA input format:
```
! RIJCOSX wB97M-V def2-TZVPD def2/J DEFGRID3
* xyz 0 1
C -0.02 0.05 0.23
C 0.70 -1.29 -0.01
C -0.66 0.98 -0.48
O 0.28 -2.25 -0.57
I -1.52 2.60 0.55
H 0.07 0.16 1.25
H 1.70 -1.17 0.53
H -0.56 0.94 -1.50
*
```

Summary:
F_max, eV/A: 3.046
SMILES: O=C/C=C/I
HOMO energy, hartree: -0.3504
Total energy, a.u.: -488.97831
LUMO level, eV: 0.14

***

Computed, not measured: a structure of composition C39H30Cl3F6N3O2PPtS2 at a distorted geometry, with ωB97M-V/def2-TZVPD.

The geometry in ORCA input format:
```
! RIJCOSX wB97M-V def2-TZVPD def2/J DEFGRID3
* xyz -1 1
Pt -1.20 1.22 2.96
C 1.78 0.84 -3.07
C 2.29 -0.13 -2.23
C 2.27 0.05 -0.86
C 1.75 1.22 -0.31
C 1.21 2.18 -1.16
C 1.24 1.99 -2.53
P 1.70 1.39 1.52
C 3.38 2.03 1.87
C 3.56 2.63 3.11
C 4.82 3.02 3.53
C 5.92 2.79 2.73
C 5.76 2.16 1.50
C 4.50 1.78 1.08
C 0.78 2.97 1.64
C 1.42 4.16 1.28
C 0.76 5.37 1.42
C -0.54 5.38 1.90
C -1.17 4.20 2.26
C -0.53 2.98 2.12
H 1.81 0.71 -4.14
H 2.70 -1.04 -2.65
H 2.67 -0.71 -0.20
H 0.77 3.07 -0.76
H 0.83 2.76 -3.17
H 2.70 2.80 3.74
H 4.94 3.49 4.50
H 6.91 3.10 3.06
H 6.62 1.96 0.88
H 4.38 1.29 0.12
H 2.43 4.14 0.91
H 1.26 6.29 1.14
H -1.06 6.32 2.03
H -2.17 4.23 2.64
C -5.30 1.11 1.62
C -3.80 1.43 1.60
O -3.42 2.56 2.22
C -3.33 1.45 0.13
F -1.99 1.46 0.00
F -3.76 0.42 -0.63
F -3.76 2.55 -0.52
C -2.98 0.35 2.36
F -3.65 0.15 3.54
F -3.07 -0.88 1.74
F -1.17 -0.50 4.11
H -5.85 1.89 1.10
H -5.63 1.08 2.66
H -5.49 0.15 1.15
S 1.35 1.48 6.75
C 0.61 1.63 5.36
N 0.16 1.84 4.30
Cl 4.07 -5.30 -3.91
C 2.60 -4.95 -3.09
C 2.52 -3.87 -2.22
C 1.31 -3.55 -1.64
C 0.17 -4.31 -1.88
C -1.17 -3.83 -1.37
C -1.27 -3.73 0.17
N -0.54 -2.66 0.76
C 0.33 -2.77 1.82
C 0.62 -1.50 2.21
N -0.06 -0.62 1.43
C -0.74 -1.33 0.57
O -1.47 -2.56 -1.90
C -1.48 -2.46 -3.31
C -2.67 -1.65 -3.74
C -3.96 -2.05 -3.54
Cl -4.46 -3.51 -2.82
S -5.11 -0.90 -4.11
C -3.84 0.14 -4.62
C -2.62 -0.37 -4.36
C 0.29 -5.43 -2.71
Cl -1.06 -6.47 -3.01
C 1.49 -5.75 -3.32
H 3.40 -3.27 -2.03
H 1.22 -2.68 -1.01
H -1.95 -4.55 -1.68
H -0.92 -4.67 0.60
H -2.33 -3.59 0.41
H 0.65 -3.72 2.20
H 1.26 -1.16 3.00
H -1.38 -0.95 -0.20
H -1.54 -3.46 -3.77
H -0.56 -1.96 -3.65
H -4.09 1.07 -5.08
H -1.69 0.12 -4.59
H 1.56 -6.60 -3.98
*
```

Summary:
F_max, eV/A: 2.837
HOMO energy (spin up / spin down), hartree: -0.1935 / -0.1935
Total energy, a.u.: -5055.68894
LUMO level (spin up / spin down), eV: 0.28 / 0.26

***

> F_max of number 8 (C39H30Cl3F6N3O2PPtS2)?

2.837 eV/A

***

Please write out number 7 again, unchanged.
Computed, not measured: the molecule C3H3IO at a distorted geometry, with ωB97M-V/def2-TZVPD.

The geometry in ORCA input format:
```
! RIJCOSX wB97M-V def2-TZVPD def2/J DEFGRID3
* xyz 0 1
C -0.02 0.05 0.23
C 0.70 -1.29 -0.01
C -0.66 0.98 -0.48
O 0.28 -2.25 -0.57
I -1.52 2.60 0.55
H 0.07 0.16 1.25
H 1.70 -1.17 0.53
H -0.56 0.94 -1.50
*
```

Summary:
F_max, eV/A: 3.046
SMILES: O=C/C=C/I
HOMO energy, hartree: -0.3504
Total energy, a.u.: -488.97831
LUMO level, eV: 0.14

***

What did the second record say?
Computed, not measured: a structure of composition C7H17N at a distorted geometry, with ωB97M-V/def2-TZVPD.

The geometry in ORCA input format:
```
! RIJCOSX wB97M-V def2-TZVPD def2/J DEFGRID3
* xyz 0 1
C -0.21 -0.48 -1.32
C 1.51 -0.73 0.24
C -1.07 0.38 -0.70
C -0.53 1.64 1.68
C 0.63 0.04 -2.47
C -0.55 -1.96 -1.39
C -0.91 0.62 2.74
N 1.75 0.44 0.78
H 0.57 1.09 1.13
H 2.40 1.00 0.24
H 0.92 -1.42 0.83
H 2.17 -1.16 -0.52
H -1.88 0.01 -0.09
H -1.08 1.42 -0.95
H -1.40 2.09 1.21
H 0.04 2.46 2.11
H 1.00 1.04 -2.26
H -1.14 -2.27 -0.53
H 0.04 0.08 -3.39
H 1.49 -0.61 -2.66
H -1.13 -2.17 -2.29
H 0.36 -2.57 -1.44
H -1.53 -0.17 2.32
H -1.46 1.08 3.57
H -0.02 0.15 3.15
*
```

Summary:
F_max, eV/A: 3.180
HOMO energy, hartree: -0.2920
Total energy, a.u.: -331.51403
LUMO level, eV: 0.45

***

> total energy of number 1 (C61H50GeIN7O2W)?

-5329.91389 a.u.